Formula: C38H39F4N6O3W
Source: OMol25
Level of theory: wB97M-V/def2-TZVPD

Values from the calculation:
2S+1 ... 3
LUMO energy (alpha / beta) ... -8.441 / -8.401 eV
E ... -2491.4083 Eh
ΔE to the lowest compared entry with this formula, charge and spin ... 29.8 kcal per mole
Net charge ... +3
Expectation value of S² ... 2.0222
E_HOMO (alpha / beta) ... -14.78 / -14.86 eV
Orbital gap (alpha / beta) ... 6.34 / 6.46 eV

Last column: Löwdin charge in e.
Cartesian coordinates (Å):
W 0.25672 2.13598 0.53342  1.7164
C 0.50462 7.19780 3.50866  -0.0675
C 0.26561 6.97620 2.00853  -0.2004
C -0.93968 6.10964 1.78666  -0.1528
C -2.17644 6.75434 1.81775  -0.0048
C -3.35819 6.07986 1.60057  -0.0266
C -3.33002 4.71366 1.36415  -0.0211
C -2.12960 4.01933 1.34257  -0.1964
C -2.22777 2.49716 1.30481  -0.1957
C -2.21891 1.97227 2.74958  -0.0546
C -0.91358 4.72255 1.55351  -0.1810
N 0.25568 3.95852 1.35190  -0.1008
C 1.46744 4.22316 1.86169  0.0044
C 2.54146 3.52190 1.30661  -0.2675
C 3.94401 3.64250 1.40117  0.0408
C 4.47987 2.73695 0.50138  -0.0243
C 3.41266 2.06534 -0.10303  -0.0688
N 2.23799 2.52973 0.35137  -0.1143
H 1.42642 7.75217 3.65610  0.0861
H 0.55999 6.26517 4.06714  0.0752
H -0.30843 7.78100 3.93048  0.0863
H 1.15698 6.57123 1.52579  0.0978
H 0.07061 7.94966 1.55668  0.1244
H -2.19265 7.81655 2.00739  0.1319
H -4.29846 6.60641 1.62367  0.1229
H -4.25593 4.18012 1.21625  0.1256
H -1.48108 1.87196 0.63770  0.0365
H -3.19676 2.24490 0.85650  0.1364
H -1.36124 2.34903 3.31524  0.0901
H -2.23579 0.88217 2.79302  0.0863
H -3.11364 2.33094 3.25576  0.1054
H 1.62621 4.92562 2.67038  0.1388
H 4.48274 4.31642 2.03633  0.1289
H 5.51876 2.58395 0.29305  0.1159
H 3.45959 1.27433 -0.83537  0.1243
F 1.69386 -3.33544 -3.43758  0.0810
C 1.31016 -3.40930 -2.15054  -0.1697
C 1.04390 -2.21914 -1.52981  0.0908
C 0.68815 -2.16528 -0.17401  -0.0466
C 0.47895 -0.91993 0.51707  -0.2080
O 0.38735 0.20413 -0.11616  -0.1822
C 0.34987 -1.01083 1.93681  0.0003
C 0.18317 -2.24433 2.52546  0.0818
N 0.19133 -3.38982 1.84091  0.0277
C -0.22332 -4.60608 2.49247  -0.2476
C -1.47805 -4.57276 3.30966  -0.0583
C -1.47797 -5.26516 1.98503  -0.0755
C 0.56017 -3.39921 0.50928  -0.1022
C 0.79576 -4.59861 -0.15926  0.0769
C 1.21362 -4.66502 -1.49332  -0.1106
N 1.47445 -5.86114 -2.10837  -0.0676
C 1.71170 -5.95599 -3.54504  -0.1122
C 1.76803 -7.41350 -3.99938  -0.0845
N 0.67959 -8.17996 -3.34323  0.0796
C 0.83471 -8.20350 -1.85295  -0.0598
C 1.78927 -7.08613 -1.40837  -0.1136
C 0.35552 0.18606 2.85085  -0.5276
O 0.17531 0.08653 4.03626  0.1494
O 0.57284 1.32550 2.22818  -0.1739
H 1.16042 -1.31176 -2.10205  0.1291
H 0.01397 -2.29750 3.59418  0.1695
H 0.60583 -5.21912 2.82802  0.1647
H -2.01427 -3.64153 3.39662  0.1165
H -1.50684 -5.17167 4.20303  0.1215
H -1.99754 -4.78447 1.16857  0.1176
H -1.51902 -6.34289 1.96306  0.1124
H 0.64840 -5.50360 0.40119  0.1032
H 2.65128 -5.47271 -3.83884  0.1475
H 0.89562 -5.44463 -4.06390  0.1395
H 2.72264 -7.88294 -3.76092  0.1457
H 1.64361 -7.44883 -5.08237  0.1533
H 0.64752 -9.13747 -3.71258  0.1998
H -0.21181 -7.73372 -3.58882  0.1951
H 1.23830 -9.16540 -1.53566  0.1479
H -0.14767 -8.07348 -1.39637  0.1426
H 2.82732 -7.36900 -1.61944  0.1435
H 1.71592 -6.96571 -0.33017  0.1293
F -2.70608 4.49571 -5.38641  0.1889
C -2.83653 3.29707 -4.83252  -0.6034
F -4.08396 3.21099 -4.33980  0.1706
F -2.71931 2.37697 -5.78424  0.1752
C -1.84770 3.08254 -3.70933  -0.0454
C -1.15753 1.87962 -3.55281  0.0514
C -0.40083 1.68759 -2.42027  -0.0661
N -0.27646 2.61245 -1.41768  -0.1055
C -0.84777 3.83614 -1.66993  -0.0554
C -1.64713 4.08846 -2.76195  0.0600
H -1.22263 1.10782 -4.30567  0.1367
H 0.11928 0.74657 -2.25938  0.0984
H -0.63299 4.63354 -0.96025  0.1231
H -2.12158 5.05133 -2.88469  0.1474

Cartesian forces (eV/Å) of the 6 atoms listed first:
W 1.4279 0.3633 0.3421
C 0.1807 0.0612 -0.2482
C 0.0488 0.0284 0.2499
C 0.0768 -0.3204 -0.2598
C -0.0684 -0.2479 -0.0227
C 0.0621 -0.0578 0.0583